Entry 1:
Computed, not measured: a structure of composition C33H34N2O2PRu in a non-equilibrium geometry, with ωB97M-V/def2-TZVPD.

Summary:
* E: -53705.677 eV
* molar mass: 622.7 g/mol
* frontier orbital gap (spin up / spin down): 6.61 / 7.15 eV
* highest occupied orbital energy (spin up / spin down): -14.22 / -14.41 eV
* charge: +2
* 2S+1: 2
* ΔE to the lowest compared entry with this formula, charge and spin: 0.000 eV
* lowest unoccupied orbital energy (spin up / spin down): -7.6 / -7.3 eV

Cartesian coordinates (Å):
Ru: -0.0512 0.0916 -0.0083
C: -3.6975 0.6663 -1.1744
C: -3.6160 0.3712 0.3270
C: -3.7066 1.6657 1.1361
C: -2.4135 -0.4807 0.6912
C: -1.8560 -1.3826 -0.2487
C: -0.8358 -2.2952 0.1015
C: -0.3229 -2.3194 1.3858
C: 0.6746 -3.3508 1.8341
C: -0.8153 -1.3554 2.2878
C: -1.8401 -0.4745 1.9616
H: -4.4862 1.3942 -1.3566
H: -3.9388 -0.2167 -1.7671
H: -2.7604 1.0953 -1.5333
H: -4.4793 -0.2527 0.5901
H: -2.8453 2.3040 0.9343
H: -3.7911 1.4951 2.2096
H: -4.5983 2.2129 0.8353
H: -2.3056 -1.4596 -1.2286
H: -0.5045 -3.0186 -0.6337
H: 0.1510 -4.1461 2.3693
H: 1.4059 -2.9429 2.5359
H: 1.1897 -3.8139 0.9928
H: -0.4092 -1.3305 3.2938
H: -2.2047 0.2076 2.7164
O: 1.0088 3.3641 -0.4373
C: 0.2333 2.6169 -0.9579
O: -0.7449 1.9201 -0.3243
C: 0.2311 2.2281 -2.4100
P: 0.4408 0.4444 -2.2954
C: -0.2488 -0.3485 -3.7368
C: -0.2133 0.3446 -4.9456
C: -0.5938 -0.3075 -6.1089
C: -1.0062 -1.6329 -6.0673
C: -1.0584 -2.3158 -4.8594
C: -0.6878 -1.6708 -3.6903
C: 2.2212 0.1206 -2.4109
C: 2.6479 -1.1925 -2.6405
C: 3.9999 -1.4764 -2.7492
C: 4.9373 -0.4530 -2.6203
C: 4.5186 0.8437 -2.3770
C: 3.1615 1.1369 -2.2696
H: 0.9761 2.7373 -3.0136
H: -0.7741 2.4110 -2.7949
H: 0.1154 1.3753 -4.9951
H: -0.5663 0.2237 -7.0507
H: -1.2976 -2.1330 -6.9811
H: -1.3888 -3.3453 -4.8301
H: -0.7481 -2.1958 -2.7426
H: 1.9242 -1.9914 -2.7614
H: 4.3251 -2.4881 -2.9544
H: 5.9921 -0.6720 -2.7224
H: 5.2450 1.6395 -2.2762
H: 2.8566 2.1564 -2.0706
N: 2.0953 -0.7879 0.4246
C: 2.9092 0.1313 1.1824
C: 4.2637 0.0361 1.2970
C: 4.9681 0.9504 2.1126
C: 4.2981 1.9362 2.7787
C: 2.8957 2.0691 2.6340
C: 2.1421 3.0959 3.2415
C: 0.7959 3.1629 3.0253
C: 0.1932 2.2210 2.1820
N: 0.8601 1.2379 1.6027
C: 2.2092 1.1514 1.8243
H: 1.8981 -1.5987 0.9999
H: 2.6041 -1.1225 -0.3908
H: 4.7999 -0.7467 0.7725
H: 6.0393 0.8504 2.2175
H: 4.8273 2.6282 3.4209
H: 2.6424 3.8279 3.8640
H: 0.1893 3.9423 3.4631
H: -0.8631 2.2792 1.9721

Mulliken population analysis, charges in e, atoms 1 to 4:
1 Ru 0.8630
2 C -1.6342
3 C 0.6353
4 C -1.4378

---

Entry 2:
Computed, not measured: a structure of composition C33H34N2P2RhSSe in a non-equilibrium geometry, with ωB97M-V/def2-TZVPD.

Summary:
* E: -135517.007 eV
* molar mass: 734.5 g/mol
* frontier orbital gap (spin up / spin down): 5.89 / 5.89 eV
* highest occupied orbital energy (spin up / spin down): -9.72 / -9.72 eV
* charge: +1
* ΔE to the lowest compared entry with this formula, charge and spin: 0.655 eV
* lowest unoccupied orbital energy (spin up / spin down): -3.8 / -3.8 eV

Cartesian coordinates (Å):
Rh: -0.6112 0.2293 -0.0507
C: 1.4511 -1.4583 2.4625
C: 1.5101 -2.1792 1.1132
P: 1.2282 -1.0280 -0.2412
C: 1.2408 -2.0699 -1.7250
C: 1.9346 -1.6921 -2.8676
C: 1.8224 -2.4368 -4.0376
C: 1.0131 -3.5609 -4.0674
C: 0.3221 -3.9477 -2.9236
C: 0.4298 -3.2032 -1.7625
C: 2.7598 -0.0733 -0.2615
C: 3.9602 -0.7337 -0.5449
C: 5.1599 -0.0427 -0.5108
C: 5.1707 1.3109 -0.1866
C: 3.9851 1.9689 0.1031
C: 2.7772 1.2797 0.0642
C: 0.0266 -1.4005 2.9837
P: -1.1506 -0.3488 2.0756
C: -1.1783 1.2122 3.0011
C: -2.3060 2.0293 2.9325
C: -2.3040 3.2693 3.5533
C: -1.1746 3.7078 4.2356
C: -0.0465 2.9032 4.2977
C: -0.0485 1.6586 3.6803
C: -2.7244 -1.1388 2.5318
C: -3.4478 -1.9748 1.6898
C: -4.5722 -2.6416 2.1663
C: -4.9753 -2.4792 3.4821
C: -4.2533 -1.6492 4.3307
C: -3.1338 -0.9814 3.8619
H: 1.8748 -0.4535 2.3746
H: 2.0739 -1.9849 3.1856
H: 0.7754 -2.9829 1.0561
H: 2.4966 -2.6173 0.9515
H: 2.5787 -0.8233 -2.8460
H: 2.3724 -2.1377 -4.9210
H: 0.9200 -4.1395 -4.9779
H: -0.3151 -4.8224 -2.9426
H: -0.1396 -3.5004 -0.8916
H: 3.9575 -1.7869 -0.8045
H: 6.0854 -0.5578 -0.7343
H: 6.1098 1.8490 -0.1587
H: 3.9940 3.0214 0.3567
H: 1.8515 1.7973 0.2750
H: -0.0099 -1.0515 4.0176
H: -0.4117 -2.3999 2.9746
H: -3.1867 1.6959 2.3964
H: -3.1830 3.8985 3.5006
H: -1.1756 4.6757 4.7200
H: 0.8358 3.2418 4.8249
H: 0.8403 1.0424 3.7372
H: -3.1460 -2.0966 0.6612
H: -5.1325 -3.2862 1.5007
H: -5.8540 -2.9943 3.8491
H: -4.5609 -1.5216 5.3606
H: -2.5884 -0.3266 4.5315
Se: -2.0599 -1.0054 -1.3131
C: -2.8229 1.9347 -4.4580
C: -1.5139 2.0512 -3.7510
C: -0.2863 1.8467 -4.3147
C: 0.8397 1.9532 -3.4906
N: 0.7495 2.1175 -2.1739
C: -0.4609 2.2998 -1.6255
S: -0.6910 2.6515 0.0408
N: -1.5427 2.3568 -2.4415
C: 2.2246 1.9165 -4.0597
H: -2.6748 1.8131 -5.5272
H: -3.4434 2.8145 -4.2813
H: -3.3548 1.0623 -4.0725
H: -0.1973 1.6330 -5.3695
H: -2.4368 2.4879 -1.9818
H: 2.2408 1.5341 -5.0783
H: 2.8831 1.3294 -3.4212
H: 2.6189 2.9353 -4.0646

Mulliken population analysis, charges in e, atoms 1 to 4:
1 Rh -1.0721
2 C -0.5108
3 C -1.4631
4 P 2.4666

---

Entry 3:
Computed, not measured: a structure of composition C33H34N4O4PSSe2Ti in a non-equilibrium geometry, with ωB97M-V/def2-TZVPD.

Summary:
* E: -222859.149 eV
* molar mass: 819.5 g/mol
* frontier orbital gap (spin up / spin down): 6.45 / 6.20 eV
* highest occupied orbital energy (spin up / spin down): -7.38 / -7.40 eV
* 2S+1: 2
* lowest unoccupied orbital energy (spin up / spin down): -0.9 / -1.2 eV

Cartesian coordinates (Å):
Ti: 0.0439 0.0566 0.2939
C: 1.2783 -3.9392 0.5624
C: 1.2951 -2.5079 0.1067
O: 0.6698 -1.6865 0.8318
C: 1.9967 -2.1168 -1.0864
C: 2.8035 -3.0753 -1.7491
C: 3.5648 -2.7504 -2.8383
C: 3.5569 -1.4318 -3.3145
C: 2.7875 -0.4697 -2.7132
C: 1.9738 -0.7834 -1.6064
O: 1.2640 0.1777 -1.0816
H: 0.6430 -4.0168 1.4407
H: 2.2806 -4.2909 0.8084
H: 0.8835 -4.5795 -0.2265
H: 2.8281 -4.0893 -1.3775
H: 4.1717 -3.5018 -3.3235
H: 4.1643 -1.1681 -4.1708
H: 2.7571 0.5476 -3.0800
Se: -1.0023 2.2442 1.0318
P: -3.1277 1.5128 0.7252
Se: -1.6062 -1.1503 -1.2117
C: -3.1887 0.0146 1.7931
C: -4.4437 -0.5812 1.9349
C: -4.5984 -1.7533 2.6517
C: -3.4965 -2.3666 3.2389
C: -2.2465 -1.7874 3.1037
C: -2.1020 -0.6045 2.3854
C: -4.0688 2.6435 1.8319
C: -3.6692 2.9831 3.1223
C: -4.4653 3.7943 3.9108
C: -5.6730 4.2764 3.4197
C: -6.0768 3.9493 2.1363
C: -5.2733 3.1391 1.3435
H: -5.3089 -0.1187 1.4725
H: -5.5816 -2.1942 2.7522
H: -3.6183 -3.2819 3.8027
H: -1.3788 -2.2418 3.5661
H: -1.1223 -0.1310 2.3626
H: -2.7269 2.6072 3.5035
H: -4.1474 4.0536 4.9128
H: -6.2944 4.9101 4.0392
H: -7.0130 4.3277 1.7465
H: -5.5827 2.8904 0.3349
O: 0.5610 -2.9363 -8.2259
C: -0.2579 -1.8635 -8.1272
O: -0.6794 -1.3485 -9.1254
C: -0.5638 -1.3692 -6.7544
C: -0.3062 -2.0898 -5.5911
C: -0.6311 -1.5781 -4.3471
C: -1.2332 -0.3286 -4.2428
S: -1.6559 0.4571 -2.7241
C: -1.4974 0.3988 -5.4078
C: -1.1690 -0.1156 -6.6428
H: 0.8767 -3.1954 -7.3548
H: 0.1385 -3.0795 -5.6211
H: -0.4225 -2.1497 -3.4524
H: -1.9695 1.3705 -5.3345
H: -1.3810 0.4378 -7.5470
C: 2.4133 2.1705 1.1254
N: 1.9633 0.8394 1.6207
C: 3.1315 -0.0743 1.5362
N: 4.2720 0.4065 2.2981
C: 4.6465 1.7266 1.7825
N: 3.5440 2.6808 1.8829
C: 3.1523 2.7852 3.2894
N: 2.7485 1.4892 3.8418
C: 1.6269 0.9923 3.0631
C: 3.8667 0.5594 3.6960
H: 1.5812 2.8702 1.2056
H: 2.6843 2.0660 0.0731
H: 3.4200 -0.1698 0.4879
H: 2.8338 -1.0521 1.9190
H: 4.9421 1.6294 0.7357
H: 5.4971 2.1015 2.3546
H: 2.3205 3.4863 3.3786
H: 3.9978 3.1659 3.8654
H: 0.7860 1.6818 3.1443
H: 1.3234 0.0134 3.4479
H: 3.5728 -0.4162 4.0903
H: 4.7163 0.9282 4.2735

Mulliken population analysis, charges in e, atoms 1 to 4:
1 Ti 0.3887
2 C -2.3588
3 C 1.0495
4 O 0.0322